Entry 1:
DFT (wB97M-V/def2-TZVPD) results for a structure of composition C33H32As2BrO10PPt.

Geometry as ORCA input:
```
! wB97M-V def2-TZVPD RIJCOSX def2/J DEFGRID3
* xyz 2 1
Pt 0.202 -0.398 -0.881
O -1.768 0.971 1.838
C -1.419 -0.109 1.497
O -0.103 -0.303 1.038
C -2.142 -1.394 1.634
C -2.867 -1.653 2.790
C -3.455 -2.894 2.978
C -3.330 -3.889 2.018
C -2.638 -3.639 0.844
C -2.059 -2.384 0.645
P -1.325 -2.092 -0.957
C -0.031 -3.269 -1.223
C 0.110 -3.951 -2.438
C 1.171 -4.822 -2.601
C 2.109 -4.981 -1.581
C 1.989 -4.285 -0.386
C 0.916 -3.428 -0.196
C -2.541 -2.023 -2.250
C -3.845 -2.461 -2.004
C -4.784 -2.423 -3.022
C -4.434 -1.940 -4.274
C -3.142 -1.488 -4.517
C -2.195 -1.523 -3.511
H -2.941 -0.880 3.543
H -4.002 -3.097 3.889
H -3.778 -4.860 2.180
H -2.559 -4.415 0.092
H -0.629 -3.827 -3.220
H 1.269 -5.391 -3.515
H 2.935 -5.667 -1.721
H 2.718 -4.422 0.401
H 0.798 -2.898 0.743
H -4.139 -2.812 -1.025
H -5.793 -2.763 -2.831
H -5.176 -1.902 -5.061
H -2.881 -1.092 -5.489
H -1.200 -1.149 -3.702
Br -1.339 1.271 -1.594
C 2.355 -1.527 3.207
O 2.764 -1.098 1.888
C 3.874 -0.338 1.852
O 4.536 -0.037 2.798
C 4.125 0.136 0.452
C 5.309 0.439 -0.061
As 5.725 1.375 -1.758
C 7.109 0.113 -2.326
C 4.295 0.618 -2.926
C 3.157 0.087 -2.455
As 2.593 0.441 -0.654
C 2.389 2.374 -0.622
C 2.068 -0.624 -3.174
O 0.868 -0.586 -2.801
O 2.420 -1.396 -4.131
C 1.423 -1.982 -5.013
C 4.501 0.907 -4.417
O 3.687 0.748 -5.281
O 5.665 1.519 -4.581
C 5.945 1.991 -5.925
C 6.591 0.318 0.730
O 7.374 1.231 0.748
O 6.726 -0.851 1.322
C 7.891 -0.979 2.180
H 1.291 -1.730 3.131
H 2.547 -0.744 3.934
H 2.906 -2.425 3.478
H 7.940 0.233 -1.635
H 7.431 0.394 -3.323
H 6.755 -0.915 -2.316
H 3.375 2.832 -0.662
H 1.886 2.653 0.302
H 1.783 2.676 -1.474
H 1.944 -2.130 -5.951
H 0.589 -1.300 -5.135
H 1.102 -2.930 -4.587
H 6.903 2.494 -5.854
H 5.163 2.677 -6.237
H 5.993 1.144 -6.603
H 7.725 -1.887 2.747
H 7.963 -0.114 2.833
H 8.784 -1.060 1.565
*
```

- HOMO level: -14.15 eV
- HOMO-LUMO gap: 0.217 Eh
- Lowest unoccupied orbital energy: -8.236 eV

Mulliken atomic charge list, values in e, 4 entries: Pt 2.018; O -0.513; C -0.222; O -0.201

Entry 2:
DFT (wB97M-V/def2-TZVPD) results for a cluster of 2 separate species, C5H14 in total.

Geometry as ORCA input:
```
! wB97M-V def2-TZVPD RIJCOSX def2/J DEFGRID3
* xyz 0 1
C -1.262 1.410 1.254
C -1.063 0.060 0.659
C -2.358 -0.675 0.376
H -1.358 1.311 2.274
H -2.254 1.808 0.987
H -0.602 2.208 0.896
H -0.509 0.225 -0.383
H -0.582 -0.635 1.318
H -2.654 -1.215 1.149
H -3.163 0.065 0.131
H -2.201 -1.290 -0.619
C 2.392 0.331 -0.689
C 2.064 -1.122 -1.255
H 3.131 0.753 -1.472
H 1.484 0.919 -0.566
H 2.631 0.490 0.336
H 2.070 -1.413 -2.381
H 1.239 -1.657 -0.773
H 2.995 -1.574 -1.241
*
```

- HOMO level: -10.68 eV
- HOMO-LUMO gap: 0.433 Eh
- Structure (SMILES): CCC.CC
- Lowest unoccupied orbital energy: 1.107 eV

Mulliken atomic charge list, values in e, 4 entries: C -1.235; C 0.329; C -1.275; H 0.357

Entry 3:
DFT (wB97M-V/def2-TZVPD) results for a structure of composition C24H58P2Si4SnTe.

Geometry as ORCA input:
```
! wB97M-V def2-TZVPD RIJCOSX def2/J DEFGRID3
* xyz 0 1
P 0.317 -1.996 -5.132
P 0.554 1.923 -4.654
C 0.100 -0.500 -6.176
C 1.050 0.680 -5.928
H -0.964 -0.201 -6.132
H 0.278 -0.889 -7.185
H 2.081 0.359 -5.727
H 1.083 1.295 -6.831
C -0.244 3.183 -5.711
H -0.583 4.003 -5.064
H -1.101 2.766 -6.255
H 0.471 3.564 -6.449
C 1.924 2.742 -3.848
H 2.265 3.555 -4.515
H 2.761 2.039 -3.692
H 1.588 3.164 -2.890
C -0.692 -3.264 -5.932
H -0.938 -4.047 -5.202
H -0.148 -3.701 -6.778
H -1.625 -2.814 -6.299
C 2.043 -2.442 -5.129
H 2.691 -1.558 -5.067
H 2.272 -2.964 -6.068
H 2.256 -3.117 -4.289
Sn 2.570 0.055 -0.406
C -0.970 1.603 -3.645
C -2.102 1.055 -4.368
C -3.195 0.352 -3.665
C -2.921 -0.949 -2.811
C -2.088 -1.929 -3.482
C -0.664 -1.832 -3.574
C 0.146 -0.595 -2.958
C -0.535 0.698 -2.481
C 1.366 -1.773 0.059
H -1.203 2.603 -3.197
H -2.352 1.540 -5.307
H -3.864 0.037 -4.477
H -3.768 1.006 -2.985
H -2.522 -0.729 -1.808
H -3.898 -1.402 -2.616
H -2.490 -2.925 -3.675
H -0.263 -2.774 -3.129
H 0.948 -0.262 -3.646
H 0.733 -0.943 -2.092
H -1.355 0.531 -1.799
H 0.187 1.238 -1.841
H 1.943 -2.465 0.699
H 1.092 -2.282 -0.860
H 0.422 -1.528 0.589
C -3.254 0.032 3.899
Si -1.701 -0.825 4.531
C -1.771 -0.902 6.417
C -1.660 -2.581 3.853
Si 0.187 0.367 3.765
Te 0.392 0.944 1.310
Si 0.135 2.367 5.000
C 0.364 2.113 6.856
C 1.528 3.457 4.355
C -1.522 3.211 4.696
Si 2.122 -0.801 4.340
C 2.207 -0.994 6.211
C 2.078 -2.506 3.554
C 3.593 0.175 3.694
H -4.075 -0.701 3.900
H -3.124 0.391 2.870
H -3.550 0.882 4.526
H -2.603 -1.569 6.693
H -0.860 -1.310 6.871
H -1.973 0.077 6.871
H -1.260 -2.619 2.832
H -1.063 -3.251 4.485
H -2.690 -2.965 3.826
H 1.385 1.799 7.107
H 0.186 3.081 7.347
H -0.330 1.387 7.293
H 1.633 3.390 3.264
H 1.293 4.500 4.614
H 2.491 3.197 4.813
H -1.761 3.263 3.625
H -2.354 2.708 5.207
H -1.455 4.241 5.078
H 1.263 -1.323 6.661
H 2.962 -1.767 6.426
H 2.522 -0.071 6.713
H 2.269 -2.464 2.478
H 2.877 -3.103 4.016
H 1.127 -3.029 3.714
H 3.625 0.222 2.597
H 3.605 1.203 4.079
H 4.505 -0.333 4.043
*
```

- HOMO level (spin up / spin down): -4.27 / -4.27 eV
- HOMO-LUMO gap (spin up / spin down): 0.109 / 0.109 Eh
- Lowest unoccupied orbital energy (spin up / spin down): -1.313 / -1.313 eV

Mulliken atomic charge list, values in e, 4 entries: P 1.063; P 1.208; C -1.147; C -1.040

Computed ΔE to the lowest compared entry with this formula, charge and spin, in the same sequence as the records: 21.0 52.8 31.8 kcal per mole.
Computed F_max, in the same sequence as the records: 1.6 6.6 3.1 eV/Å.